[1]
Formula: C3H5NO2
Source: the OMol25 dataset
Level of theory: wB97M-V/def2-TZVPD

Geometry as XYZ:
```
11
C3H5NO2, DFT wB97M-V/def2-TZVPD
C 0.719 -1.222 0.905
C -0.430 -0.553 0.280
N -1.596 -0.461 0.072
O 0.550 0.841 -0.595
C -0.208 1.628 -1.228
O -1.465 1.543 -1.321
H 1.210 -0.535 1.597
H 1.436 -1.515 0.136
H 0.356 -2.102 1.442
H -1.773 0.503 -0.629
H 0.275 2.473 -1.749
```

M	87.08	g mol⁻¹
ΔE to the lowest compared entry with this formula, charge and spin	171.2	kJ/mol
orbital gap	10.6	eV
LUMO	0.8	eV
total energy	-322.50913	hartree

---

[2]
Formula: C23H52N2O2P3Ru
Source: the OMol25 dataset
Level of theory: wB97M-V/def2-TZVPD

Geometry as XYZ:
```
83
C23H52N2O2P3Ru, DFT wB97M-V/def2-TZVPD
C 2.722 4.852 0.983
C 1.864 3.783 0.668
N 2.207 2.497 0.965
C 3.449 2.247 1.417
C 4.357 3.271 1.687
C 3.992 4.595 1.482
C 0.684 4.027 -0.190
P -0.513 2.671 0.003
Ru 0.766 0.809 0.462
P 2.748 -0.361 0.836
C 3.879 0.830 1.667
O 1.629 3.862 -2.521
O 3.183 1.998 -2.189
H 2.364 5.858 0.772
H 5.342 2.985 2.045
H 4.685 5.406 1.693
C -1.701 3.041 1.334
C -1.404 2.749 -1.576
H 4.907 0.672 1.308
H 3.868 0.614 2.748
H 1.128 4.038 -1.447
H 0.250 5.026 -0.036
C 3.017 -1.835 1.881
C 3.656 -0.721 -0.706
H 1.569 1.532 -1.173
H 3.439 1.630 -3.060
H 2.597 2.867 -2.359
H 1.883 4.766 -2.802
H 0.613 0.767 2.120
H 1.586 0.530 -1.046
H -2.210 3.993 1.134
H -2.443 2.230 1.405
H -1.154 3.102 2.284
H -2.185 3.521 -1.524
H -0.680 3.012 -2.361
H -1.853 1.773 -1.793
H 4.684 -1.007 -0.461
H 3.160 -1.545 -1.232
H 3.653 0.186 -1.337
H 4.094 -2.055 1.957
H 2.622 -1.644 2.886
H 2.509 -2.711 1.461
C 0.602 -3.220 -0.669
C -0.670 -2.703 -1.351
C -0.238 -1.872 -2.578
C -1.529 -3.902 -1.793
P -1.594 -1.605 -0.142
N -0.594 -0.287 -0.011
C -3.274 -1.117 -0.838
C -4.303 -2.258 -0.627
C -3.781 0.158 -0.143
C -3.177 -0.818 -2.348
C -1.723 -2.167 1.648
C -2.365 -1.029 2.469
C -2.539 -3.465 1.794
C -0.323 -2.411 2.230
H 1.245 -3.681 -1.434
H 0.394 -3.992 0.080
H 1.173 -2.393 -0.219
H 0.569 -2.414 -3.094
H -1.046 -1.737 -3.301
H 0.151 -0.889 -2.285
H -1.862 -4.514 -0.943
H -2.400 -3.607 -2.391
H -0.898 -4.540 -2.432
H -4.692 -2.272 0.398
H -5.157 -2.064 -1.294
H -3.902 -3.248 -0.885
H -3.016 0.944 -0.153
H -4.656 0.520 -0.705
H -4.119 -0.023 0.884
H -2.403 -0.073 -2.574
H -3.024 -1.727 -2.944
H -4.144 -0.395 -2.660
H -3.457 -1.000 2.364
H -2.153 -1.212 3.533
H -1.926 -0.052 2.217
H -2.205 -4.252 1.102
H -2.391 -3.837 2.819
H -3.615 -3.303 1.662
H 0.123 -3.354 1.896
H 0.359 -1.580 2.003
H -0.404 -2.465 3.327
```

M	582.67	g mol⁻¹
orbital gap (alpha / beta)	3.5 / 6.1	eV
LUMO (alpha / beta)	0.5 / -1.7	eV
spin multiplicity	6
total energy	-2286.17870	hartree

---

[3]
Formula: C2H5IS
Source: the OMol25 dataset
Level of theory: wB97M-V/def2-TZVPD

Geometry as XYZ:
```
9
C2H5IS, DFT wB97M-V/def2-TZVPD
C -0.690 0.728 0.104
C 0.220 -0.263 -0.579
S 0.139 -2.058 0.087
I 2.314 0.487 -0.010
H -1.758 0.682 -0.095
H -0.531 0.774 1.146
H -0.529 1.779 -0.380
H 0.152 -0.387 -1.676
H 0.683 -1.741 1.402
```

SMILES	C[C@H](S)I
M	188.03	g mol⁻¹
ΔE to the lowest compared entry with this formula, charge and spin	48.9	kJ/mol
orbital gap	8.9	eV
LUMO	-0.2	eV
total energy	-775.04770	hartree

---

[4]
Formula: C23H41Cl17F7NO3SSi
Source: the OMol25 dataset
Level of theory: wB97M-V/def2-TZVPD

Geometry as XYZ:
```
94
C23H41Cl17F7NO3SSi, DFT wB97M-V/def2-TZVPD
C -1.125 0.257 0.330
C 0.131 1.106 -0.006
N -0.218 2.391 -0.694
Si -0.915 2.092 -2.242
C 0.229 2.379 -3.719
C 0.956 1.109 -4.146
O 1.446 0.382 -3.407
Cl 1.044 0.771 -5.914
S -2.719 3.395 -2.362
O -2.453 4.619 -3.085
O -3.097 3.719 -1.011
C -4.178 2.507 -3.111
F -5.189 3.352 -3.057
F -3.847 2.217 -4.372
C -4.595 1.186 -2.400
F -3.861 0.169 -2.862
F -4.507 1.238 -1.086
C -6.096 0.815 -2.731
F -6.886 1.428 -1.883
F -6.228 -0.482 -2.498
F -6.420 1.062 -3.969
H -1.238 -0.520 -0.433
H -2.046 0.860 0.335
H -1.051 -0.200 1.337
H 0.699 1.365 0.892
H 0.756 0.521 -0.695
H 0.566 3.034 -0.736
H -1.440 0.725 -2.357
H -0.360 2.710 -4.591
H 0.970 3.173 -3.548
Cl 3.517 -1.253 0.642
C 4.503 -0.516 -0.643
C 4.694 0.962 -0.419
Cl 3.167 1.869 -0.624
H 4.021 -0.718 -1.598
H 5.470 -1.019 -0.635
H 5.395 1.357 -1.144
H 5.079 1.172 0.577
Cl 1.173 -2.231 2.591
C 1.361 -3.978 2.872
C 1.391 -4.331 4.339
Cl 2.870 -3.746 5.143
H 2.268 -4.303 2.366
H 0.509 -4.464 2.395
H 1.376 -5.414 4.456
H 0.532 -3.918 4.865
Cl -9.972 -3.600 -1.225
C -9.457 -1.899 -1.097
C -8.543 -1.665 0.081
Cl -9.390 -1.842 1.639
H -10.351 -1.280 -1.037
H -8.935 -1.656 -2.020
H -8.153 -0.648 0.046
H -7.702 -2.355 0.074
Cl -2.057 -2.425 1.760
C -2.835 -3.954 1.279
C -2.657 -4.235 -0.193
Cl -3.564 -3.087 -1.210
H -3.887 -3.899 1.551
H -2.372 -4.747 1.866
H -3.031 -5.232 -0.426
H -1.609 -4.187 -0.484
Cl 2.490 1.451 7.997
C 1.726 -0.088 7.521
C 1.905 -0.385 6.054
Cl 0.988 0.737 5.021
H 0.673 -0.038 7.793
H 2.197 -0.871 8.114
H 1.539 -1.386 5.833
H 2.951 -0.334 5.760
Cl 7.824 1.249 -0.741
C 8.376 2.941 -0.625
C 9.267 3.166 0.571
Cl 8.370 3.026 2.104
H 7.495 3.581 -0.595
H 8.924 3.159 -1.541
H 9.683 4.173 0.536
H 10.089 2.458 0.594
Cl -9.774 -2.385 -7.284
C -9.256 -0.686 -7.157
C -8.346 -0.455 -5.976
Cl -9.202 -0.629 -4.423
H -10.147 -0.065 -7.101
H -8.728 -0.446 -8.079
H -7.951 0.560 -6.007
H -7.506 -1.147 -5.976
Cl 13.617 0.311 4.354
C 12.439 1.461 5.034
C 11.237 1.642 4.141
Cl 11.645 2.486 2.626
H 12.951 2.405 5.209
H 12.123 1.059 5.997
H 10.487 2.248 4.647
H 10.784 0.687 3.882
```

SMILES	CCN[Si@H](CC(=O)Cl)S(=O)(=O)C(F)(F)C(F)(F)C(F)(F)F.ClCCCl.ClCCCl.ClCCCl.ClCCCl.ClCCCl.ClCCCl.ClCCCl.ClCCCl
M	1175.43	g mol⁻¹
orbital gap	10.0	eV
LUMO	0.3	eV
total energy	-10391.48045	hartree